DFT (wB97M-V/def2-TZVPD) results for C8H24O6Zr as an isolated structure at a distorted geometry.

Calculated values
E = -22253.8880 eV
energy relative to the best compared isomer or geometry (same formula, charge and spin) = 7.0 kJ/mol
frontier orbital gap = 10.00 eV
charge = 0

Structure (XYZ):
```
39
Properties=species:S:1:pos:R:3:mulliken_charge:R:1
Zr 8.5579 9.5089 6.5681 2.40
C 5.2217 8.0053 5.7885 -1.34
C 5.4125 9.1092 6.7262 0.14
O 6.6530 9.7885 6.5653 -0.60
H 4.3760 7.4502 5.9074 0.50
H 6.0479 7.2674 5.8351 0.16
H 5.1690 8.4252 4.7955 0.32
H 5.3484 8.6591 7.7685 0.08
H 4.5220 9.7592 6.5287 0.25
C 8.0195 7.4151 10.4017 -1.17
C 7.9756 8.6914 9.5756 -0.09
O 8.6770 8.8300 8.3987 -0.55
H 7.2718 7.4193 11.2022 0.36
H 9.0890 7.3586 10.8157 0.25
H 7.8507 6.5722 9.7807 0.32
H 8.1641 9.5240 10.2632 0.29
H 6.8768 8.7655 9.2660 0.00
C 10.6545 13.2919 6.5010 -1.40
C 9.3071 12.6934 6.0198 -0.32
O 9.3013 11.3306 6.3591 -0.82
H 11.5038 12.7345 6.1280 0.30
H 10.7579 13.2220 7.5692 0.34
H 10.6406 14.2715 6.1626 0.45
H 9.3001 12.8513 4.9420 0.36
H 8.4407 13.2565 6.3308 0.24
C 9.6963 6.1805 6.5035 -0.85
C 9.5518 6.8360 5.1495 -0.30
O 8.8568 8.1222 5.2322 -0.70
H 8.7666 6.0715 7.0043 0.17
H 10.4240 6.7183 7.1010 0.14
H 10.2696 5.2308 6.3716 0.40
H 8.9579 6.3662 4.4219 0.39
H 10.5733 7.0689 4.7894 0.26
O 10.9750 9.0997 6.9816 -0.56
H 11.0859 10.0473 6.9680 0.29
H 11.3166 8.7210 7.7975 0.29
O 5.8462 12.4295 5.9723 -0.68
H 6.6610 12.8990 5.8188 0.28
H 6.1789 11.5261 6.2644 0.42
```



DFT (wB97M-V/def2-TZVPD) results for a 4-piece molecular cluster, C8H24O8 overall at a distorted geometry.

Calculated values
E = -25061.0342 eV
energy relative to the best compared isomer or geometry (same formula, charge and spin) = 238.5 kJ/mol
frontier orbital gap = 10.27 eV
charge = 0

Structure (XYZ):
```
40
Properties=species:S:1:pos:R:3:mulliken_charge:R:1
O -3.5131 1.7950 2.5125 -0.49
C -4.0885 2.7797 3.2783 -0.36
C -2.9239 3.4381 4.0808 -0.34
O -1.9369 4.1879 3.3623 -0.56
H -2.8471 2.1204 1.9025 0.29
H -4.6023 3.5160 2.6604 0.29
H -4.7722 2.2803 3.9648 0.31
H -2.3488 2.6371 4.5453 0.21
H -3.3209 4.1865 4.7666 0.35
H -1.1902 4.5233 3.8639 0.31
O -0.1625 1.6843 0.3785 -0.46
C 1.1075 1.5409 -0.3389 -0.47
C 1.2079 0.0853 -0.8195 -0.44
O 0.4809 -0.2289 -1.8629 -0.51
H -0.3142 2.6047 0.6055 0.26
H 1.2006 2.2354 -1.1738 0.34
H 1.8966 1.8257 0.3570 0.35
H 0.9091 -0.6375 -0.0603 0.29
H 2.2510 -0.0749 -1.0924 0.31
H -0.4285 -0.0191 -1.6379 0.32
O 1.3124 -2.8326 3.8102 -0.50
C 0.8032 -1.6717 4.2659 -0.20
C -0.7560 -1.7033 4.1484 -0.38
O -1.2781 -1.7159 2.8482 -0.51
H 2.2006 -2.6518 3.4939 0.31
H 1.1291 -1.5251 5.2956 0.29
H 1.1466 -0.8547 3.6314 0.20
H -1.0068 -0.6949 4.4776 0.16
H -1.3393 -2.2878 4.8600 0.32
H -1.6202 -0.8706 2.5482 0.31
O 0.9238 -2.8641 -7.7568 -0.53
C 2.4102 -2.6464 -7.7675 -0.41
C 2.8408 -2.3789 -6.3722 -0.34
O 2.1757 -1.3133 -5.7643 -0.49
H 0.4788 -2.0437 -7.5321 0.30
H 2.8379 -3.5419 -8.2183 0.32
H 2.7421 -1.7206 -8.2375 0.25
H 3.9109 -2.2029 -6.2621 0.27
H 2.5627 -3.2966 -5.8539 0.31
H 1.9213 -1.6636 -4.9074 0.31
```



DFT (wB97M-V/def2-TZVPD) results for a 4-piece molecular cluster, C8H24O8 overall at a distorted geometry.

Calculated values
E = -25051.5758 eV
energy relative to the best compared isomer or geometry (same formula, charge and spin) = 43.5 kJ/mol
⟨S²⟩ = 0.7551
frontier orbital gap (spin up / spin down) = 10.42 / 3.43 eV
multiplicity = 2
charge = +1

Structure (XYZ):
```
40
Properties=species:S:1:pos:R:3:mulliken_charge:R:1
C -14.5826 -14.9873 9.5054 0.61
C -14.5063 -13.9953 10.6509 -0.45
O -13.4851 -14.2526 11.6260 -0.34
O -13.3906 -15.7801 9.3527 -0.49
H -14.7168 -14.4711 8.5548 0.20
H -15.3847 -15.7248 9.5353 -0.23
H -15.4583 -13.9200 11.1764 0.26
H -14.1469 -13.0429 10.2610 0.37
H -12.8991 -14.9117 11.2466 0.40
H -13.5735 -16.4410 8.6808 0.34
C -17.7507 -16.3290 8.1465 -0.44
C -17.1884 -15.5736 6.9241 -0.13
O -18.2246 -15.2312 6.0335 -0.59
O -18.3301 -15.5103 9.0707 -0.53
H -16.9524 -16.8930 8.6291 0.27
H -18.2819 -17.2227 7.8189 0.46
H -16.4717 -16.1841 6.3748 0.08
H -16.7607 -14.6237 7.2447 0.30
H -18.4710 -14.3060 5.9639 0.33
H -19.2600 -15.7450 9.1127 0.30
C -17.0241 -15.4578 12.7614 -0.43
C -16.5112 -14.3550 13.7962 -0.36
O -17.7089 -13.9763 14.4688 -0.50
O -17.7314 -14.9854 11.6953 -0.43
H -17.3709 -16.3919 13.2033 0.48
H -16.1007 -15.8236 12.3124 0.25
H -16.0883 -13.4833 13.2967 0.26
H -15.6081 -14.6967 14.3018 0.40
H -18.4304 -13.8663 13.8452 0.34
H -17.8968 -15.6512 11.0238 0.32
C -13.1816 -17.1866 5.8833 -0.49
C -12.6397 -15.7879 5.5625 -0.25
O -11.3018 -15.7264 5.8936 -0.49
O -13.2153 -17.4230 7.3537 -0.60
H -12.5711 -17.9947 5.4804 0.31
H -14.1663 -17.4494 5.4967 0.39
H -13.2103 -14.9649 5.9928 0.16
H -12.4902 -15.6175 4.4963 0.34
H -11.1834 -16.3486 6.6150 0.32
H -13.6469 -18.2795 7.3961 0.27
```



DFT (wB97M-V/def2-TZVPD) results for C8H25BClCoNO4 as an isolated structure at a distorted geometry.

Calculated values
E = -69205.9942 eV
energy relative to the best compared isomer or geometry (same formula, charge and spin) = 0.0 kJ/mol
⟨S²⟩ = 3.7564
frontier orbital gap (spin up / spin down) = 8.34 / 8.35 eV
multiplicity = 4
charge = 0

Structure (XYZ):
```
41
Properties=species:S:1:pos:R:3:mulliken_charge:R:1
Co -0.4990 0.1430 0.4363 0.26
B -1.3172 -0.7742 2.3413 0.63
H -2.2420 -0.0268 2.5574 -0.27
H -1.4610 -1.3069 1.2582 -0.17
H -0.2992 -0.1162 2.2786 -0.22
H -1.2048 -1.6119 3.2000 -0.21
Cl -0.3095 2.5476 1.0236 -0.51
C 2.4583 0.1256 2.0491 -0.36
C 3.4450 1.2650 2.1622 -0.72
O 4.7183 0.9822 1.5524 -0.53
O 1.6361 0.2063 0.8843 0.06
H 1.7683 0.1721 2.8978 0.33
H 2.9051 -0.8701 2.1320 0.25
H 3.6534 1.4817 3.2046 0.39
H 3.0156 2.1438 1.6739 0.34
H 4.6167 1.0545 0.5995 0.32
H 2.1468 0.5685 0.1554 0.12
C 0.4476 -2.8225 0.0679 -0.79
O 0.0361 -1.6827 -0.6769 -0.11
C 0.8161 -1.4327 -1.8281 -0.46
C 0.1654 -0.2790 -2.5697 -0.69
N 0.0191 0.8701 -1.6690 -0.01
C -1.0648 1.7862 -2.0343 -1.13
C -2.4360 1.2625 -1.6595 -0.47
O -2.4255 0.6289 -0.3994 -0.14
C -3.7304 0.1939 -0.0182 -0.85
H 0.8159 -3.6105 -0.5910 0.42
H -0.4064 -3.1750 0.6385 0.25
H 1.2392 -2.5513 0.7737 0.15
H 0.8564 -2.3185 -2.4674 0.52
H 1.8460 -1.1624 -1.5499 0.23
H -0.8298 -0.6049 -2.8764 0.30
H 0.7562 -0.0871 -3.4717 0.32
H 0.8828 1.3995 -1.6641 0.25
H -1.1117 2.0278 -3.1061 0.35
H -0.8719 2.7273 -1.5227 0.44
H -2.7785 0.5199 -2.3978 0.42
H -3.1463 2.0940 -1.6687 0.44
H -4.0821 -0.5816 -0.7042 0.33
H -4.3980 1.0537 0.0163 0.29
H -3.6304 -0.2398 0.9721 0.23
```



DFT (wB97M-V/def2-TZVPD) results for a 5-piece molecular cluster, C8H25ClNO10 overall at a distorted geometry.

Calculated values
E = -43182.3053 eV
frontier orbital gap = 8.82 eV
charge = -1

Structure (XYZ):
```
45
Properties=species:S:1:pos:R:3:mulliken_charge:R:1
Cl 0.5657 -3.2920 -1.7747 1.75
O 0.4312 -4.6876 -2.0874 -0.74
O -0.2318 -2.5427 -2.7121 -0.69
O 0.1039 -3.1042 -0.4082 -0.70
O 1.9460 -2.8779 -1.8636 -0.73
C 1.3983 2.4865 -0.8249 -0.75
O 0.8189 1.8088 0.2583 -0.25
C 1.2288 0.4340 0.2864 -0.30
C 0.6034 -0.2067 1.4989 -0.68
N 1.3932 -0.0362 2.7359 -0.44
C 1.4073 1.3346 3.2492 -0.66
C 0.0475 1.8474 3.7510 -0.51
O -0.5220 1.0083 4.7451 -0.42
C 0.0728 1.1693 6.0090 -0.71
H 1.0764 3.5245 -0.8174 0.25
H 1.1138 2.0216 -1.7779 0.21
H 2.4943 2.4236 -0.8053 0.34
H 2.3222 0.3986 0.3247 0.37
H 0.8768 -0.0430 -0.6324 0.27
H 0.4909 -1.2732 1.2818 0.34
H -0.4235 0.0816 1.7554 0.34
H 0.9735 -0.6013 3.4666 0.31
H 1.8209 2.0087 2.5047 0.30
H 2.0204 1.2552 4.1541 0.43
H -0.6754 1.8997 2.9317 0.31
H 0.0538 2.8783 4.1300 0.41
H 0.4173 2.1867 6.2057 0.33
H 0.9200 0.4732 6.1043 0.25
H -0.5954 0.8429 6.8083 0.27
O -2.1704 -4.4270 0.8418 -0.66
H -1.4551 -4.0290 0.3101 0.42
H -2.0669 -5.3728 0.7043 0.30
O 2.5282 -0.2488 -3.4417 -0.67
H 1.7181 -0.2279 -3.9619 0.32
H 2.3759 -0.9644 -2.8053 0.35
C -2.1414 1.0884 -3.4058 -0.51
C -2.8415 0.3239 -4.5260 -0.43
O -1.8749 -0.6228 -5.0206 -0.48
O -1.7247 0.2589 -2.3606 -0.39
H -2.8107 1.8873 -3.0650 0.40
H -1.3010 1.6791 -3.8069 0.25
H -3.2778 0.9920 -5.2695 0.40
H -3.6087 -0.2952 -4.0450 0.25
H -2.2048 -0.9547 -5.8610 0.25
H -1.2936 -0.5057 -2.7844 0.31
```



DFT (wB97M-V/def2-TZVPD) results for C8H25NO15OsP4 as an isolated structure at a distorted geometry.

Calculated values
E = -80520.1225 eV
energy relative to the best compared isomer or geometry (same formula, charge and spin) = 149.3 kJ/mol
frontier orbital gap (spin up / spin down) = 6.69 / 6.70 eV
charge = +2

Structure (XYZ):
```
54
Properties=species:S:1:pos:R:3:mulliken_charge:R:1
Os -0.1314 0.2612 0.0751 3.24
C 1.5637 -1.1750 2.4348 -0.84
O 1.5543 0.0768 1.7250 -0.31
C 1.4704 1.2307 2.5727 -0.47
C 1.3871 2.3917 1.6436 -0.57
O 0.2204 2.2144 0.8120 -0.51
C -0.9547 2.9415 1.2488 -0.78
H 2.4371 -1.2141 3.0848 0.39
H 1.6362 -1.9530 1.6802 0.25
H 0.6594 -1.2930 3.0321 0.27
H 2.3658 1.3222 3.1908 0.54
H 0.5975 1.1437 3.2258 0.27
H 2.2289 2.3808 0.9583 0.17
H 1.3401 3.3419 2.1717 0.56
H -0.7226 4.0038 1.2559 0.37
H -1.2668 2.6133 2.2389 0.32
H -1.7481 2.7521 0.5292 0.25
N -2.6559 -3.0617 1.2258 -0.19
C -3.1463 -1.7102 0.7363 0.74
C -4.6706 -1.7076 0.6802 -1.87
P -2.5557 -0.5598 2.0752 0.84
O -3.3831 0.7756 1.9361 -0.49
O -2.7264 -1.3188 3.3209 -0.87
O -1.0784 -0.1444 1.7545 -0.67
P -2.3653 -1.3279 -0.8794 0.78
O -2.4847 0.2928 -0.8897 -0.38
O -2.9338 -2.0457 -2.0054 -0.72
O -0.8427 -1.4889 -0.5860 -0.67
H -2.7167 -3.0257 2.2613 0.41
H -1.6775 -3.2107 0.9600 0.28
H -3.2176 -3.8318 0.8538 0.40
H -5.0964 -1.9515 1.6552 0.47
H -5.0314 -2.4150 -0.0681 0.49
H -5.0276 -0.7201 0.3910 0.43
H -4.0984 0.8547 2.5848 0.38
H -3.0289 0.6423 -1.6146 0.32
C 3.5456 0.5855 -3.9436 -1.68
C 2.3845 0.1715 -3.0697 1.31
O 1.3618 -0.4507 -3.8219 -0.61
P 2.8355 -0.9348 -1.6648 0.36
O 3.2162 -2.3078 -2.3141 -0.54
O 4.2095 -0.5025 -1.0638 -0.56
O 1.6843 -1.0231 -0.6838 -0.58
P 1.7061 1.5701 -2.0671 1.08
O 1.4044 2.7806 -3.0231 -0.56
O 2.6339 1.8217 -0.9433 -0.88
O 0.2904 0.9809 -1.7029 -0.98
H 4.0967 -0.2920 -4.2838 0.44
H 4.2370 1.2334 -3.4062 0.39
H 3.1640 1.0865 -4.8324 0.41
H 0.5444 -0.5140 -3.3097 0.37
H 2.4999 -2.9173 -2.5269 0.37
H 4.1595 0.2262 -0.4290 0.40
H 2.1263 3.4013 -3.1856 0.41
```